155
Properties=species:S:1:pos:R:3:forces:R:3 method="wB97M-V/def2-TZVPD" e_homo_ev=-9.207 orbital_gap_ev=9.054 total_charge=0 lumo_energy_ev=-0.153 total_energy_ha=-3103.3910
C 11.687475 2.453244 13.853270 0.29 -1.74 0.72
N 11.794038 3.578623 12.933698 0.27 1.12 -0.76
O 12.845373 3.697066 12.270913 -2.27 -0.02 1.20
O 10.795012 4.304745 12.897361 1.65 -0.60 -0.46
H 11.019709 2.631033 14.696234 0.16 0.52 -0.30
H 12.666068 2.108460 14.187315 0.04 0.49 -0.07
H 11.279129 1.594729 13.320072 -0.14 0.23 -0.34
C 17.801103 19.999075 4.069472 -0.54 0.00 0.42
O 18.605395 18.855955 4.399136 0.04 0.76 -0.01
C 17.943737 17.675669 4.812383 -1.05 -0.48 -0.88
C 16.773346 17.796256 5.796920 -0.53 0.49 0.68
O 15.582651 18.256552 5.132310 -0.51 -1.06 -0.46
C 14.372146 18.323157 5.916082 0.87 0.64 -0.07
H 16.997093 19.815911 3.356638 -0.05 -0.56 0.02
H 18.344654 20.843151 3.644986 0.91 -0.59 -0.01
H 17.348320 20.429428 4.962702 -0.21 -0.23 0.22
H 18.687997 16.918431 5.058929 0.33 0.59 1.02
H 17.549621 17.140719 3.948317 -0.64 0.36 -0.57
H 16.990760 18.463039 6.631327 0.33 0.64 -0.04
H 16.553676 16.886626 6.355859 0.16 -0.68 -0.54
H 14.644079 19.045088 6.686133 -0.87 0.09 0.37
H 13.894590 17.441661 6.343885 1.17 -0.86 0.32
H 13.518451 18.616979 5.305377 0.59 0.88 -0.45
C 21.613828 4.896906 6.698285 0.48 1.09 1.18
O 21.828281 6.268472 7.171883 -0.31 -1.89 -0.82
C 21.143487 7.162047 6.346261 -2.06 1.36 1.41
C 19.571048 7.246453 6.695999 0.63 -0.51 0.85
O 19.056202 8.459662 6.282097 -0.58 2.05 -2.29
C 17.669202 8.755497 6.522679 0.40 -1.42 0.84
H 20.545266 4.683048 6.674900 0.03 -0.04 -0.51
H 22.034726 4.220477 7.442176 0.18 0.16 -0.02
H 22.158933 4.784606 5.761084 -0.40 -0.21 -0.20
H 21.175571 6.972580 5.273334 0.49 -0.20 -0.09
H 21.582478 8.127026 6.599635 -0.16 0.17 -0.41
H 19.295549 7.214309 7.750114 0.93 -0.54 0.65
H 19.099586 6.357434 6.277123 -0.44 0.03 -0.58
H 17.065994 7.873788 6.306276 -0.05 -0.33 0.30
H 17.149137 9.527084 5.954978 1.21 0.39 -0.49
H 17.594279 9.026279 7.575848 -0.34 -0.10 0.18
C 6.639192 11.548640 20.284290 0.52 -0.69 0.13
O 6.987743 12.882677 20.424474 1.58 1.17 1.60
C 7.787218 13.109345 21.639366 0.09 0.78 0.41
C 9.273676 12.659222 21.670433 -0.59 -0.65 -1.35
O 9.929963 13.305990 20.582559 0.53 -0.93 0.31
C 9.853810 12.527234 19.393184 -0.05 0.39 -0.36
H 7.536993 10.942030 20.165707 0.14 -0.30 -0.20
H 6.035183 11.431711 19.384507 -0.20 0.03 0.27
H 6.171013 11.196469 21.203469 -0.57 -0.22 -0.10
H 7.253323 12.786906 22.533280 -0.24 -0.68 -0.04
H 7.839259 14.185940 21.801676 -0.19 0.15 -0.59
H 9.380392 11.576055 21.611592 -0.33 -0.43 -0.77
H 9.876607 12.746414 22.574299 -0.61 1.33 0.41
H 9.907155 11.454827 19.580803 -0.10 -0.09 0.24
H 10.690821 12.748689 18.731018 0.07 0.34 0.18
H 8.925135 12.769289 18.876386 -0.03 -0.19 -0.13
C 2.532605 15.504941 17.282215 -0.19 0.25 0.10
O 1.658764 14.404695 17.237139 0.78 -0.86 0.08
C 0.563143 14.501345 18.100675 -0.37 -0.21 -0.58
C -0.313642 13.269250 17.969602 -1.29 0.54 -1.23
O -0.948990 13.354037 16.656549 0.45 0.23 0.01
C -1.539671 12.207285 16.078622 0.74 -0.90 1.01
H 2.264381 16.240629 16.523989 -0.13 0.17 -0.09
H 3.561013 15.198621 17.090769 -0.10 -0.24 0.06
H 2.472286 15.980976 18.260911 0.22 0.15 0.12
H 0.019470 15.393853 17.790924 -0.60 0.04 0.21
H 0.818524 14.617676 19.153925 0.46 0.01 0.21
H -1.112616 13.354795 18.706098 -0.14 0.01 0.27
H 0.182601 12.320693 18.174728 0.39 0.01 -0.43
H -0.805494 11.467654 15.759185 0.56 0.05 -0.10
H -2.128275 12.401239 15.181949 -0.12 0.67 0.39
H -2.101011 11.660658 16.836386 -0.66 0.08 -0.03
C 17.137563 12.335797 13.869133 0.34 -0.80 -0.50
O 18.346711 12.217981 13.193391 2.80 0.13 -0.46
C 19.385119 11.484369 13.873563 0.10 -0.86 0.55
C 20.089700 12.150743 15.122398 -1.07 0.18 -1.17
O 21.407078 11.655549 15.380311 -1.07 -0.08 -0.81
C 22.169743 12.563923 16.142607 -0.46 -0.20 0.33
H 16.673804 11.357241 13.744838 -0.50 -0.22 1.02
H 16.511803 12.994432 13.266878 0.11 0.50 0.56
H 17.412449 12.644374 14.877760 -1.19 0.11 0.26
H 20.119057 11.154337 13.138376 0.09 0.62 -0.14
H 18.998099 10.538988 14.253786 -0.51 -0.22 -0.06
H 19.415453 12.019296 15.968692 0.26 -0.31 0.49
H 19.991646 13.213429 14.900644 0.91 0.47 0.05
H 23.123680 12.121622 16.429819 0.06 -0.07 -0.56
H 21.663220 12.723489 17.094489 -0.15 0.52 0.13
H 22.275463 13.481389 15.563669 0.29 0.24 0.32
C 18.200629 22.554347 17.016076 0.92 -1.07 -0.41
O 17.990856 22.197637 15.649170 -1.70 1.57 -0.08
C 18.626335 21.089407 15.141107 0.98 -1.56 1.64
C 18.033651 19.714368 15.552185 -0.45 0.46 0.48
O 18.018904 19.525689 16.997028 -0.18 1.39 -1.10
C 17.097033 18.611578 17.494886 -0.28 -1.38 0.21
H 17.648245 21.872614 17.662763 -0.06 0.30 0.14
H 18.015927 23.607591 17.227452 -0.50 -0.12 -0.51
H 19.265254 22.405733 17.196558 0.24 -0.09 0.40
H 19.630486 21.088000 15.565138 0.66 0.02 -0.45
H 18.624197 21.139958 14.052286 0.11 0.08 0.05
H 18.592694 18.882536 15.123638 0.21 0.07 -0.27
H 17.047736 19.731909 15.087685 -0.53 -0.43 0.51
H 17.381268 17.603122 17.194343 0.11 -0.35 0.00
H 16.043033 18.682221 17.226200 -0.08 0.77 -0.65
H 17.062992 18.616530 18.584343 0.54 0.32 0.04
C 10.253551 11.748936 11.553513 0.72 0.33 1.61
O 9.869947 12.967426 12.255558 0.68 -0.44 -1.67
C 9.628339 13.975680 11.261895 -0.52 -1.00 -0.42
C 9.295960 15.306608 11.870832 0.97 0.05 0.65
O 10.462245 15.800263 12.578473 -0.69 -0.62 -0.20
C 10.144944 16.543529 13.719629 0.08 0.44 0.67
H 11.101178 11.897053 10.884423 -0.24 0.46 -0.45
H 9.443330 11.205573 11.067308 -0.25 0.37 -0.09
H 10.700299 11.102706 12.309102 -0.40 -0.12 0.22
H 8.832481 13.560769 10.643384 -0.93 0.51 0.04
H 10.380877 14.034104 10.475517 1.01 0.21 0.54
H 8.458139 15.165551 12.553661 -0.05 0.16 0.17
H 9.043793 16.045359 11.110056 -0.25 -0.10 -0.18
H 9.564623 16.032497 14.487851 -0.38 -0.61 -0.26
H 9.599820 17.458875 13.489297 -0.01 0.24 -0.18
H 11.052305 16.802873 14.265104 0.27 0.12 -0.46
C 5.134833 3.375975 10.259950 -0.24 0.00 0.91
C 4.688949 4.384132 11.109130 -1.12 0.26 -0.14
C 3.451583 4.281596 11.766723 0.28 -0.92 -0.27
C 2.760100 3.066677 11.704918 0.08 -0.03 -0.75
C 3.238521 2.007561 10.923730 0.46 1.18 -0.14
C 4.382799 2.205095 10.137594 0.05 -0.55 0.87
H 6.130170 3.519726 9.866192 -0.11 -0.31 -0.59
H 5.227469 5.318616 11.165273 0.21 -0.01 0.13
H 3.036473 5.101792 12.333613 0.11 0.10 0.05
H 1.776055 2.924697 12.126694 0.05 0.23 0.50
H 2.700528 1.071279 10.942362 0.03 -0.08 -0.27
H 4.730388 1.354086 9.570696 0.19 0.12 -0.29
C 12.573605 27.229664 19.733747 0.83 -0.10 -1.58
C 13.240643 26.916944 18.499684 -1.83 -2.13 1.01
C 13.048189 25.596668 18.000480 0.69 1.04 0.49
C 12.282178 24.637814 18.658432 0.27 0.86 0.31
C 11.749814 24.972566 19.895996 -0.46 0.70 1.29
C 11.857097 26.263238 20.461511 1.88 0.04 -1.68
H 12.680654 28.243969 20.088892 0.00 0.03 0.35
H 13.875078 27.561663 17.909576 -0.10 0.42 0.37
H 13.647709 25.282075 17.159050 -0.22 0.06 -0.38
H 12.204290 23.654055 18.219629 -0.12 -0.12 0.22
H 11.272250 24.270520 20.563434 -0.14 -0.53 -0.38
H 11.689282 26.506205 21.500361 -0.78 -0.28 -0.02
C 9.440208 13.940356 4.394800 1.56 -0.76 0.84
C 8.308369 14.726078 4.389778 0.95 0.01 -0.62
C 7.152223 14.208027 4.860702 -1.32 -0.94 0.41
C 7.136150 12.882326 5.302531 -0.04 0.48 0.59
C 8.298331 12.124055 5.406765 0.44 -0.06 -0.43
C 9.533170 12.638637 4.984269 -1.71 1.82 -1.24
H 10.307695 14.449430 4.001477 0.44 -0.39 -0.08
H 8.368418 15.700940 3.928866 -0.10 0.15 0.14
H 6.252508 14.805115 4.840928 -0.20 -0.11 0.08
H 6.207991 12.470509 5.670391 -0.09 -0.14 -0.08
H 8.208471 11.099470 5.736240 0.10 -0.07 0.22
H 10.451292 12.071534 4.941335 -0.03 0.00 0.20